Molecular formula: C6H12NO
Method: DFT, ωB97M-V with the def2-TZVPD basis set

Results
total charge: +1
structure (SMILES): C=[NH+]/C=C/CCCO
energy relative to the best compared isomer or geometry (same formula, charge and spin): 121.1 kJ/mol
gap between HOMO and LUMO: 8.575 eV

Last column: Mulliken charge in e.
Positions of all 20 atoms, in Å:
H (1.655, 1.986, -1.109)  0.239
C (0.327, 0.716, -2.113)  -0.697
H (2.083, -0.744, 0.012)  0.376
C (1.571, 0.902, -1.268)  -0.385
H (-0.886, 2.279, -2.211)  0.316
H (-1.277, -1.186, 3.286)  0.325
C (-2.394, -1.429, 1.690)  -0.127
H (-0.630, 0.635, 0.365)  0.470
C (1.545, 0.205, 0.111)  -0.783
H (-2.484, -1.428, 0.609)  0.294
H (2.425, 0.544, -1.836)  0.387
H (-3.327, -1.511, 2.239)  0.285
H (2.114, 0.798, 0.813)  0.337
O (-0.756, 1.522, -1.618)  -0.528
C (0.190, -0.004, 0.686)  -0.123
H (0.706, -1.702, 1.750)  0.384
C (-0.068, -0.974, 1.548)  -0.492
H (-0.070, -0.279, -2.058)  0.312
N (-1.281, -1.214, 2.266)  -0.001
H (0.557, 0.884, -3.163)  0.413

Molecular formula: C51H82ClN2O27P2
Method: DFT, ωB97M-V with the def2-TZVPD basis set

Results
total charge: +1
gap between HOMO and LUMO: 6.603 eV

Last column: Mulliken charge in e.
Positions of all 165 atoms, in Å:
H (2.171, -7.923, 8.602)  0.336
H (10.568, 3.930, -5.809)  0.275
H (-2.241, -0.181, 6.430)  0.130
C (0.494, -2.170, -0.828)  0.106
O (7.753, -3.782, 1.323)  -0.347
O (8.446, -2.031, 0.025)  -0.589
C (0.988, -7.054, 1.080)  0.905
H (4.256, -0.485, -4.150)  0.359
C (5.677, -4.173, 0.334)  -0.134
H (-0.492, -7.296, 2.609)  0.160
H (-7.314, 8.699, -0.822)  0.300
H (-6.251, 1.251, -0.859)  0.298
O (-4.119, 0.914, -2.504)  -0.657
H (8.000, 2.922, -8.248)  -0.246
C (-1.470, 1.695, 7.193)  -0.558
H (-4.448, -2.964, 3.498)  -0.048
C (6.734, -4.776, 1.221)  -0.459
H (-6.487, -3.721, 4.428)  0.362
O (0.388, -1.268, -5.734)  -0.668
O (-0.656, -9.267, 5.441)  -0.627
H (7.279, 3.393, -9.796)  0.512
H (-5.096, 4.223, 10.000)  0.297
C (-2.506, 2.643, 6.648)  -0.470
H (0.050, -1.791, 0.187)  -0.030
H (-6.481, 3.906, -0.211)  0.308
H (0.803, 1.277, -4.503)  0.304
H (-0.426, -8.672, 1.495)  0.429
C (1.238, -8.526, 2.899)  0.331
H (12.671, 4.944, -6.508)  0.324
O (0.325, 3.379, -7.164)  -0.258
C (-0.636, 4.422, -7.008)  -0.467
C (-6.197, 3.395, -1.134)  -0.475
C (12.243, 4.185, -7.169)  -0.494
C (-6.198, 6.903, -0.435)  0.484
H (1.341, -7.611, 0.208)  0.345
H (-4.056, -0.669, 3.238)  -0.141
H (2.559, -9.325, 7.591)  0.272
H (5.005, -3.546, 0.931)  0.101
H (-4.214, 8.007, 1.737)  0.300
C (-5.171, 4.150, -1.939)  -0.286
C (3.209, -0.178, -4.074)  -0.474
C (-6.942, 3.532, 10.836)  -0.371
H (-7.908, 7.693, 0.547)  0.282
H (-2.588, 2.586, 5.558)  0.262
H (1.227, 1.261, -6.251)  -0.114
H (-4.013, -2.094, 0.268)  0.350
H (0.041, 4.275, -10.210)  0.287
H (-5.633, 4.886, -2.602)  0.403
H (-4.895, 2.075, -0.012)  0.215
H (2.960, -0.020, -3.020)  0.155
H (-0.140, -3.146, -2.823)  0.390
C (1.010, -8.105, 6.757)  -0.098
H (-1.132, 2.041, 8.177)  0.287
H (7.053, 0.850, -8.793)  0.322
O (-4.556, 0.249, 8.048)  -0.594
H (5.331, 4.330, -8.671)  0.221
H (-5.506, 3.245, 7.885)  0.182
O (5.040, 0.784, -6.973)  -0.706
C (-5.218, 7.662, 1.474)  -0.427
H (6.838, -3.860, -1.469)  0.285
H (0.765, -4.213, -0.330)  0.103
C (6.102, 3.891, -8.028)  -0.526
H (-1.386, 3.399, -9.554)  0.259
H (5.924, -2.417, -0.904)  0.203
O (2.368, -1.209, -4.590)  -0.402
C (-4.652, 1.941, -2.118)  0.533
H (1.245, -1.318, -1.194)  0.151
C (-4.795, -2.369, 4.351)  -0.118
H (-0.732, -1.365, -2.655)  0.303
O (-1.165, -5.889, -0.875)  -0.494
H (-5.041, 2.514, 10.463)  0.288
C (0.684, -9.520, 8.609)  -0.432
C (11.510, 4.762, -8.353)  -0.450
H (1.920, -3.206, 0.313)  0.269
H (-4.435, 4.655, -1.304)  0.115
C (-0.596, -2.376, -2.035)  -0.576
H (-1.686, 5.582, -8.528)  0.323
O (-0.146, -9.992, 7.549)  -0.350
C (-6.208, 2.960, 8.674)  -0.031
H (5.652, 1.594, -9.644)  0.271
C (7.659, -2.933, 0.257)  0.496
C (11.184, 3.347, -6.501)  -0.399
C (6.484, -3.303, -0.597)  -0.357
H (-1.587, 3.977, -6.696)  0.292
P (-2.447, -4.770, -0.368)  0.196
Cl (-2.031, -4.475, 1.736)  -0.159
O (2.949, -5.781, 1.702)  -0.567
H (-4.755, -0.259, 4.844)  -0.115
C (-2.246, 0.412, 7.349)  -0.307
O (-6.981, -1.831, 3.743)  -0.382
C (-5.680, 3.296, 10.044)  -0.466
C (2.916, 1.034, -4.919)  -0.047
O (-6.582, 0.158, 2.687)  -0.617
N (-2.194, -1.181, 1.569)  0.249
C (-3.635, 0.913, 7.602)  0.538
O (-4.498, 3.159, -2.715)  -0.330
H (3.518, 1.002, -5.835)  -0.128
H (-6.530, -2.433, 5.658)  0.262
O (5.470, 3.028, -7.084)  -0.364
C (-4.830, -0.911, 3.969)  0.483
C (1.743, -8.682, 7.941)  -0.608
O (9.844, 3.600, -9.670)  -0.580
C (-0.468, 3.939, -9.305)  -0.402
H (-3.967, -0.837, -1.175)  0.109
H (7.172, -5.682, 0.790)  0.260
O (-7.413, 3.711, 8.540)  -0.348
O (1.095, 2.132, -8.920)  -0.592
C (-5.524, 2.065, -0.906)  -0.319
C (-0.729, 5.083, -8.358)  -0.510
C (-7.886, 4.025, 9.782)  0.394
O (2.257, -7.532, 3.000)  -0.372
H (11.615, 2.498, -5.964)  0.289
C (-6.244, -2.673, 4.628)  -0.504
O (10.354, 2.875, -7.561)  -0.351
H (-0.592, 1.600, 6.549)  0.341
H (-7.104, 3.250, -1.734)  0.227
C (0.181, -7.924, 2.011)  -0.654
C (2.162, -6.684, 1.935)  0.435
H (-6.446, 1.896, 8.570)  0.131
H (6.347, -5.009, 2.217)  0.302
O (-5.138, 6.719, 0.406)  -0.319
C (0.416, 3.048, -8.486)  0.476
H (-0.301, 5.119, -6.234)  0.302
H (3.128, 1.976, -4.408)  0.605
O (-6.445, 6.192, -1.395)  -0.568
H (-5.664, 7.167, 2.343)  0.265
C (-0.009, -9.167, 6.470)  0.536
H (1.676, -9.433, 2.468)  0.221
H (1.115, -10.369, 9.146)  0.331
H (12.177, 4.908, -9.206)  0.293
C (-7.025, 8.066, 0.021)  -0.452
H (13.059, 3.542, -7.520)  0.261
H (-1.559, -6.409, -1.661)  0.380
H (5.071, -4.922, -0.183)  0.244
H (10.994, 5.692, -8.100)  0.249
O (-3.742, 2.219, 7.221)  -0.298
H (-6.583, 9.343, 1.742)  0.327
C (1.460, 0.851, -5.266)  -0.037
H (0.068, -8.937, 9.302)  0.256
H (0.428, -6.167, 0.774)  -0.940
N (1.392, -3.397, -0.589)  -0.495
O (-8.946, 4.592, 9.991)  -0.592
H (1.677, -7.959, 5.904)  0.116
H (-7.334, 2.604, 11.262)  0.255
O (-1.304, -0.517, 2.124)  -0.407
H (0.494, -7.175, 7.010)  0.266
O (-2.401, -0.652, 0.321)  -0.126
H (0.850, -8.760, 3.895)  -0.343
P (-2.348, -2.889, -1.467)  0.495
C (6.345, 1.682, -8.802)  -0.628
H (-3.142, -3.080, -2.688)  0.290
C (7.054, 3.013, -8.796)  0.096
C (-3.284, -1.517, -0.476)  -0.132
H (0.066, 5.832, -8.460)  0.264
H (-6.792, 4.284, 11.614)  0.285
H (6.624, 4.695, -7.501)  0.327
H (-5.462, 9.486, 0.377)  0.271
H (-2.302, 3.679, 6.935)  0.344
C (-6.078, 8.783, 0.951)  -0.501
C (5.560, 1.739, -7.526)  0.577
C (10.491, 3.700, -8.640)  0.638
C (-6.199, -0.775, 3.373)  0.478
H (-1.880, -0.179, 8.192)  0.328
H (-4.141, -2.583, 5.200)  0.368
C (1.319, -0.641, -5.255)  0.585

Molecular formula: C3HIN2O2
Method: DFT, ωB97M-V with the def2-TZVPD basis set

Results
total charge: 0
<S²>: 2.04
2S+1: 3
gap between HOMO and LUMO (spin up / spin down): 7.879 / 7.129 eV

Last column: Löwdin spin population.
Positions of all 9 atoms, in Å:
H (-1.980, 1.473, 0.137)  -0.004
N (-0.276, -0.109, 2.173)  0.190
O (0.484, -2.690, -0.120)  0.001
C (-1.102, 1.016, 0.174)  0.079
C (-0.003, 1.969, -0.592)  1.391
C (0.767, -2.267, -1.116)  0.000
N (-0.750, 0.398, 1.251)  0.068
O (0.913, -1.738, -2.099)  0.000
I (1.946, 1.948, 0.192)  0.276

Molecular formula: C5H8O
Method: DFT, ωB97M-V with the def2-TZVPD basis set

Results
total charge: 0
structure (SMILES): C1OC[C@H]2C[C@@H]12
energy relative to the best compared isomer or geometry (same formula, charge and spin): 135.5 kJ/mol
gap between HOMO and LUMO: 10.651 eV

Last column: Mulliken charge in e.
Positions of all 14 atoms, in Å:
C (-0.621, -0.656, 0.441)  -0.010
H (2.177, 0.965, 0.380)  0.299
H (-1.019, -1.317, 1.205)  0.359
H (1.081, 1.562, -0.877)  0.269
C (-1.300, 0.658, 0.189)  -0.818
H (-1.378, 1.015, -0.837)  0.230
O (1.368, -0.476, -0.837)  -0.394
H (0.200, 0.915, 1.852)  0.357
C (1.239, 0.758, -0.145)  -0.563
C (0.066, 0.626, 0.813)  -0.015
C (0.192, -1.257, -0.694)  -0.554
H (0.491, -2.284, -0.461)  0.297
H (-0.361, -1.271, -1.645)  0.268
H (-2.154, 0.912, 0.812)  0.273

Molecular formula: C3H5BrFMnNO3S
Method: DFT, ωB97M-V with the def2-TZVPD basis set

Results
total charge: +2
<S²>: 8.76
2S+1: 6
energy relative to the best compared isomer or geometry (same formula, charge and spin): 0.0 kJ/mol
gap between HOMO and LUMO (spin up / spin down): 4.872 / 5.018 eV

Last column: Löwdin spin population.
Positions of all 16 atoms, in Å:
H (-1.039, 1.430, -0.242)  0.000
C (-0.116, 0.004, 0.912)  0.031
O (-0.995, 0.109, 1.861)  -0.009
F (-0.076, -0.728, -3.435)  0.000
N (0.530, 0.368, -1.295)  0.002
Br (1.735, 1.355, -2.363)  0.000
C (-0.002, 1.104, -0.155)  0.005
S (-0.699, -0.417, -2.109)  0.001
H (1.080, -0.782, 2.375)  0.014
Mn (1.022, -2.430, 1.483)  4.901
O (-1.847, 0.374, -2.266)  0.001
H (0.107, -1.031, 0.530)  0.016
O (-0.813, -1.628, -1.354)  0.005
H (0.048, 0.090, 3.436)  0.002
H (0.676, 1.864, 0.210)  0.000
C (0.389, 0.319, 2.412)  0.032

Molecular formula: C9H9FeO6
Method: DFT, ωB97M-V with the def2-TZVPD basis set

Results
total charge: +2
<S²>: 8.80
2S+1: 6
energy relative to the best compared isomer or geometry (same formula, charge and spin): 10.9 kJ/mol
gap between HOMO and LUMO (spin up / spin down): 6.386 / 6.808 eV

Last column: Löwdin spin population.
Positions of all 25 atoms, in Å:
C (-0.172, -2.117, -4.619)  0.092
O (2.595, -0.623, -1.797)  0.113
H (1.914, 0.158, 0.839)  0.036
O (-0.184, -2.084, -5.778)  0.051
H (-1.130, 1.001, 3.517)  -0.001
O (-0.168, -2.717, -0.607)  0.024
H (-0.171, 0.458, -2.303)  0.122
C (0.825, 0.383, 2.737)  0.006
O (0.294, 4.001, 0.410)  0.001
C (-1.630, -0.755, -2.179)  0.168
H (-1.808, -0.368, 1.686)  0.062
C (-0.109, -2.200, -1.657)  0.063
O (-0.128, -0.072, 0.533)  0.650
C (-1.171, 0.476, 1.372)  0.091
H (0.802, -0.370, 3.530)  0.002
C (1.052, -0.279, 1.371)  0.075
H (-1.804, 1.167, 0.789)  0.020
H (1.240, -1.368, 1.473)  0.043
H (1.631, 1.089, 2.938)  0.001
C (1.585, -0.745, -2.363)  0.147
C (0.030, 3.351, -0.482)  0.005
C (-0.514, 1.107, 2.615)  0.017
Fe (-0.046, -1.001, -2.943)  3.078
O (-2.601, -0.665, -1.516)  0.128
H (-0.332, 2.175, 2.434)  0.004

Molecular formula: C3H3N3O2
Method: DFT, ωB97M-V with the def2-TZVPD basis set

Results
total charge: 0
structure (SMILES): O/N=c1/cnnco1
energy relative to the best compared isomer or geometry (same formula, charge and spin): 639.7 kJ/mol
gap between HOMO and LUMO: 8.888 eV

Last column: Mulliken charge in e.
Positions of all 11 atoms, in Å:
H (1.134, -1.939, -0.813)  0.338
C (-0.198, 1.549, -0.816)  0.268
O (-0.501, 0.603, 0.118)  -0.311
H (-0.316, -0.718, 3.081)  0.355
N (-0.280, -1.244, 1.271)  -0.573
O (-0.700, -0.271, 2.291)  -0.368
N (0.146, 1.210, -1.963)  -0.352
C (-0.010, -0.647, 0.188)  0.737
N (0.553, -0.167, -2.058)  -0.390
H (-0.373, 2.663, -0.253)  0.305
C (0.544, -1.039, -1.045)  -0.011

Molecular formula: C6H14F2NO2P
Method: DFT, ωB97M-V with the def2-TZVPD basis set

Results
total charge: 0
energy relative to the best compared isomer or geometry (same formula, charge and spin): 397.7 kJ/mol
gap between HOMO and LUMO (spin up / spin down): 9.072 / 6.370 eV

Last column: Mulliken charge in e.
Positions of all 26 atoms, in Å:
C (0.864, -1.768, -0.320)  -0.226
C (-1.570, 1.433, -0.767)  0.419
F (3.533, 1.283, -0.851)  -0.257
N (1.870, -0.702, -0.233)  -0.171
C (2.871, 1.838, 0.182)  0.206
H (-1.622, 0.099, 0.954)  0.243
C (-1.459, 2.971, -0.957)  -1.108
F (3.690, 1.744, 1.255)  -0.222
H (2.112, -2.777, -1.670)  0.360
H (0.014, -1.474, -1.051)  0.217
H (-0.803, 3.442, -0.279)  0.309
P (1.518, 0.607, 0.639)  0.455
H (-2.476, 1.672, 1.262)  0.439
H (-2.632, 1.010, -1.114)  0.231
H (2.031, -0.419, -1.166)  0.276
H (-1.107, 3.346, -1.979)  0.293
H (2.633, 2.870, 0.003)  0.271
H (-2.571, 3.268, -0.742)  0.315
H (2.378, -3.323, -0.148)  0.410
C (1.613, -3.008, -0.785)  -1.397
O (1.393, 0.369, 2.061)  -0.578
H (0.413, -1.833, 0.625)  0.451
H (0.978, -3.910, -0.846)  0.358
O (-0.701, 0.638, -1.382)  -0.474
C (-1.625, 1.195, 0.780)  -0.975
H (-0.629, 1.648, 1.213)  0.156

| no. | energy (a.u.) |
| --- | --- |
| 1 | -365.50323 |
| 2 | -5276.11812 |
| 3 | -672.40069 |
| 4 | -270.50628 |
| 5 | -4619.80130 |
| 6 | -2062.51859 |
| 7 | -430.67731 |
| 8 | -983.20140 |